13
Properties=species:S:1:pos:R:3 method="wB97M-V/def2-TZVPD" max_force_ev_per_a=3.7 lumo_ev=-0.097 homo_ha=-0.330 gap_ev=8.87
C 0.917 -1.170 -0.097
C 0.661 0.289 0.100
C -0.479 1.022 0.639
O 1.702 -0.215 0.659
O -1.277 0.389 1.525
S 0.024 -2.430 0.843
S 1.354 1.638 -1.777
H 1.357 -1.284 -1.047
H -1.033 1.199 -0.322
H -0.020 1.970 0.973
H -1.881 -0.178 1.011
H 1.080 -3.159 1.206
H 2.496 2.138 -1.370

---

12
Properties=species:S:1:pos:R:3 method="wB97M-V/def2-TZVPD" charge=-1 max_force_ev_per_a=1.1 lumo_ev="3.949 / 3.934" homo_ha="-0.005 / -0.133" s2=0.753 multiplicity=2 gap_ev="4.09 / 7.56"
O 0.397 -0.472 -0.281
C 0.731 -1.400 0.557
C 0.075 -1.604 1.917
H 1.282 -2.319 0.272
H 0.843 -1.942 2.616
H -0.750 -2.333 1.885
H -0.253 -0.662 2.355
O -0.947 1.802 -3.072
C -0.591 2.444 -2.107
O 0.046 1.984 -1.056
H -0.797 3.517 -2.075
H -0.037 0.985 -1.011

---

12
Properties=species:S:1:pos:R:3 method="wB97M-V/def2-TZVPD" max_force_ev_per_a=1.7 lumo_ev="0.023 / 0.022" homo_ha="-0.289 / -0.289" gap_ev="7.89 / 7.89"
C -0.152 -0.105 -0.248
C 0.848 0.374 0.662
C -0.085 0.812 -1.293
O -0.034 -1.475 -0.512
O -1.447 -0.222 0.956
O 1.669 -0.460 1.232
H -0.805 -1.859 -0.065
H -2.016 0.539 0.792
H 1.432 -1.354 0.896
H 0.925 1.398 1.000
H -0.260 0.475 -2.304
H -0.075 1.877 -1.117

---

12
Properties=species:S:1:pos:R:3 method="wB97M-V/def2-TZVPD" max_force_ev_per_a=0.6 smiles="CCOC(=O)O" lumo_ev=0.772 homo_ha=-0.404 gap_ev=11.76
C 0.612 0.748 1.372
C -0.618 0.685 0.461
O -0.260 0.386 -0.891
C -0.162 -0.896 -1.209
O -0.373 -1.830 -0.490
O 0.207 -1.005 -2.490
H 0.763 1.751 1.759
H 0.513 0.061 2.207
H 1.497 0.467 0.807
H -1.122 1.650 0.400
H -1.322 -0.076 0.809
H 0.266 -1.940 -2.736

---

Ordered relative energy (zero: lowest compared OMol25 entry of this formula, charge and spin) results: 4.303, 0.788, 4.406, 0.130; unit eV.